# 1
{"formula": "C19H27N3O7", "method": "the ωB97M-V functional and the def2-TZVPD basis", "symbols": ["C", "O", "C", "C", "C", "C", "C", "O", "C", "O", "N", "C", "O", "C", "O", "C", "C", "H", "H", "H", "H", "H", "H", "H", "H", "H", "H", "H", "C", "N", "C", "O", "C", "N", "C", "C", "O", "C", "C", "C", "H", "H", "H", "H", "H", "H", "H", "H", "H", "H", "H", "H", "H", "H", "H", "H"], "xyz": [[4.94483, 4.14019, -5.00735], [3.83553, 3.46136, -4.40079], [4.05649, 2.22435, -3.84282], [5.31728, 1.62832, -3.67967], [5.43716, 0.35894, -3.11056], [4.30194, -0.34945, -2.69265], [4.47279, -1.74199, -2.10934], [3.90833, -1.83489, -0.78852], [2.95406, -2.79566, -0.85292], [2.11324, -3.03018, -0.00666], [2.91833, -3.50275, -2.01258], [3.71282, -2.82112, -2.86936], [3.73168, -3.06395, -4.06528], [3.03521, 0.25068, -2.83680], [1.89770, -0.41215, -2.46000], [1.25357, 0.14563, -1.30544], [2.93321, 1.52192, -3.40979], [5.69627, 4.40535, -4.25677], [4.59418, 5.06316, -5.47858], [5.41059, 3.51946, -5.77995], [6.22365, 2.13373, -3.99190], [6.42782, -0.07416, -3.00357], [5.52937, -2.02028, -2.08395], [2.03620, -3.87248, -2.33352], [0.82089, 1.12492, -1.53139], [1.95983, 0.25520, -0.47550], [0.44789, -0.52020, -0.98300], [1.95609, 1.97062, -3.54542], [-6.94681, -1.38141, 4.04524], [-5.87096, -0.69128, 3.33561], [-4.72239, -1.27347, 2.96367], [-4.50106, -2.45560, 3.20122], [-3.69633, -0.37569, 2.23700], [-3.57230, 0.96791, 2.85081], [-3.31785, 1.21913, 4.13758], [-3.17229, 2.67449, 4.51645], [-3.20387, 0.35450, 4.99060], [-2.32059, -1.05300, 1.99449], [-2.41308, -2.12733, 0.89720], [-1.24552, -0.05891, 1.52113], [-6.59811, -1.67626, 5.03769], [-7.81590, -0.73016, 4.14514], [-7.22992, -2.28243, 3.49679], [-5.97029, 0.29398, 3.15864], [-4.12133, -0.20906, 1.24872], [-3.60987, 1.76249, 2.23437], [-2.91567, 2.73614, 5.57372], [-2.37821, 3.12650, 3.92542], [-4.11291, 3.19209, 4.34050], [-1.97049, -1.51130, 2.91990], [-3.10154, -2.91700, 1.19480], [-2.75689, -1.68813, -0.03878], [-1.43468, -2.58368, 0.74262], [-1.57406, 0.45183, 0.61652], [-1.03573, 0.66829, 2.30464], [-0.31828, -0.59719, 1.32237]], "nbo_charge": [-0.255, -0.494, 0.337, -0.320, -0.144, -0.157, -0.007, -0.465, 0.881, -0.596, -0.638, 0.655, -0.555, 0.413, -0.553, -0.255, -0.328, 0.179, 0.205, 0.182, 0.223, 0.218, 0.225, 0.442, 0.174, 0.191, 0.208, 0.233, -0.410, -0.606, 0.676, -0.623, -0.122, -0.625, 0.667, -0.708, -0.615, -0.221, -0.613, -0.608, 0.211, 0.202, 0.212, 0.391, 0.212, 0.396, 0.247, 0.221, 0.221, 0.233, 0.238, 0.186, 0.218, 0.188, 0.208, 0.222], "lumo_energy_ha": 0.017, "orbital_gap_ev": 9.51, "largest_force_ha_per_bohr": 0.085, "multiplicity": 1, "de_lowest_kcal_mol": 30.43, "energy_ev": -38944.6624}

---

# 2
{"formula": "C7H12NO4", "method": "the ωB97M-V functional and the def2-TZVPD basis", "symbols": ["C", "O", "C", "O", "C", "C", "O", "O", "C", "N", "C", "C", "H", "H", "H", "H", "H", "H", "H", "H", "H", "H", "H", "H"], "xyz": [[-1.41908, -1.15789, -2.55663], [-0.52179, -0.63897, -1.47652], [-0.79323, -0.95874, -0.25029], [-1.63169, -1.68879, 0.21098], [0.10514, -0.01234, 0.68738], [1.60943, 0.00889, 0.56564], [2.28205, -0.12836, 1.52829], [1.96795, 0.31064, -0.63557], [3.27710, 0.42792, -0.99383], [-0.29670, -0.33433, 2.10164], [-0.65697, 0.92560, 1.43515], [-2.10538, 1.27320, 1.11099], [-1.25729, -0.38532, -3.31016], [-2.40619, -1.21294, -2.03062], [-1.00499, -2.23649, -2.75557], [3.75129, -0.59493, -1.01357], [3.72335, 1.08707, -0.27687], [3.37886, 0.83424, -2.03766], [0.52510, -0.40771, 2.73635], [-0.92612, -1.10868, 2.23056], [-0.18215, 1.81136, 1.70796], [-2.61359, 0.39357, 0.61274], [-2.29635, 2.17114, 0.38936], [-2.50875, 1.62185, 2.02023]], "nbo_charge": [-0.271, -0.481, 0.814, -0.585, -0.054, 0.785, -0.561, -0.453, -0.272, -0.523, -0.017, -0.646, 0.230, 0.219, 0.227, 0.206, 0.205, 0.223, 0.474, 0.465, 0.256, 0.243, 0.270, 0.247], "lumo_energy_ha": -0.102, "orbital_gap_ev": 12.13, "largest_force_ha_per_bohr": 0.081, "multiplicity": 1, "de_lowest_kcal_mol": 5.28, "energy_ev": -17125.3221, "charge": 1}

---

# 3
{"formula": "C12H30N2O2PS2Tl", "method": "the ωB97M-V functional and the def2-TZVPD basis", "symbols": ["Tl", "C", "N", "C", "C", "C", "N", "C", "C", "H", "H", "H", "H", "H", "H", "H", "H", "H", "H", "H", "H", "H", "H", "H", "H", "C", "C", "C", "O", "P", "S", "S", "O", "C", "C", "C", "H", "H", "H", "H", "H", "H", "H", "H", "H", "H", "H", "H", "H", "H"], "xyz": [[1.55804, 0.87756, -1.87882], [4.97224, 1.43765, -1.85335], [4.43924, 0.13911, -1.45803], [4.98522, -0.90202, -2.32250], [4.72853, -0.15217, -0.05887], [3.85879, 0.63563, 0.91880], [2.42177, 0.44147, 0.72219], [2.02425, -0.91122, 1.12850], [1.68792, 1.43101, 1.52322], [6.06386, 1.48612, -1.72907], [4.52149, 2.23402, -1.26029], [4.73511, 1.62019, -2.90169], [6.07749, -0.98891, -2.22281], [4.75289, -0.67230, -3.36256], [4.53771, -1.86442, -2.07387], [5.78450, 0.05168, 0.17892], [4.57047, -1.21933, 0.10087], [4.07255, 1.70256, 0.82621], [4.14918, 0.33766, 1.93735], [2.26118, -1.09628, 2.18544], [2.53187, -1.65712, 0.51703], [0.95369, -1.02736, 0.97647], [1.99594, 1.40604, 2.57738], [0.62323, 1.21786, 1.45933], [1.86458, 2.43421, 1.12893], [-5.34451, 1.71288, 0.40277], [-3.95714, 2.16397, -0.02862], [-2.97397, 2.12811, 1.13123], [-3.54815, 1.41744, -1.19511], [-2.82185, 0.00041, -1.37148], [-3.11216, -0.56490, -3.21008], [-0.89468, 0.06622, -0.71600], [-3.62903, -0.86148, -0.25091], [-3.14006, -2.07729, 0.34536], [-4.02895, -2.34997, 1.54657], [-3.14460, -3.23545, -0.64038], [-5.70914, 2.35020, 1.20963], [-5.31201, 0.68112, 0.75013], [-6.03320, 1.77650, -0.43957], [-4.02020, 3.18756, -0.40443], [-2.88562, 1.11426, 1.52106], [-3.33777, 2.78335, 1.92514], [-1.98875, 2.46512, 0.81533], [-2.11560, -1.90461, 0.68258], [-5.04889, -2.55473, 1.21799], [-4.04070, -1.48812, 2.21516], [-3.64788, -3.21383, 2.09215], [-4.16302, -3.44803, -0.96977], [-2.72456, -4.12637, -0.17050], [-2.54927, -2.98396, -1.51706]], "nbo_charge": [0.829, -0.427, -0.466, -0.413, -0.233, -0.231, -0.487, -0.437, -0.430, 0.179, 0.199, 0.209, 0.174, 0.206, 0.205, 0.183, 0.203, 0.200, 0.188, 0.178, 0.199, 0.240, 0.179, 0.237, 0.198, -0.631, 0.124, -0.639, -0.842, 1.710, -0.628, -0.918, -0.851, 0.106, -0.617, -0.639, 0.203, 0.223, 0.220, 0.181, 0.216, 0.210, 0.219, 0.187, 0.210, 0.211, 0.208, 0.212, 0.204, 0.238], "lumo_energy_ha": -0.009, "orbital_gap_ev": 6.99, "largest_force_ha_per_bohr": 0.011, "multiplicity": 1, "energy_ev": -55661.2634}

---

# 4
{"formula": "C51H53I3N3O2P2Ti", "method": "the ωB97M-V functional and the def2-TZVPD basis", "symbols": ["Ti", "C", "N", "P", "C", "C", "C", "C", "C", "C", "C", "C", "C", "C", "C", "C", "P", "C", "C", "C", "C", "C", "C", "C", "C", "C", "C", "C", "C", "H", "H", "H", "H", "H", "H", "H", "H", "H", "H", "H", "H", "H", "H", "H", "H", "H", "H", "H", "H", "H", "H", "H", "I", "C", "I", "H", "H", "C", "C", "C", "C", "C", "C", "C", "C", "C", "C", "C", "C", "N", "H", "H", "H", "H", "H", "H", "H", "H", "H", "H", "H", "H", "H", "H", "H", "H", "H", "I", "C", "C", "C", "C", "C", "C", "C", "O", "O", "H", "H", "H", "H", "C", "C", "C", "C", "N", "C", "C", "H", "H", "H", "H", "H", "H", "H"], "xyz": [[0.27340, 0.48817, 0.84464], [-1.19536, -1.78956, -3.03799], [-0.90712, -1.07798, -1.79142], [0.25848, -1.69998, -0.67356], [1.48113, -2.40127, -1.84580], [1.65192, -3.76250, -2.07695], [2.50463, -4.18881, -3.08529], [3.17901, -3.26880, -3.87251], [3.01483, -1.90953, -3.64255], [2.17263, -1.48134, -2.63268], [-0.52774, -3.19655, -0.00698], [0.26980, -3.99338, 0.81781], [-0.24294, -5.15670, 1.36495], [-1.55881, -5.51963, 1.11045], [-2.36706, -4.70557, 0.33034], [-1.85411, -3.54436, -0.22929], [-0.87434, 0.65420, -1.70361], [-0.13235, 1.17619, -3.30508], [-0.83881, 1.07102, -4.50428], [-0.25481, 1.46798, -5.69542], [1.02960, 1.99574, -5.70398], [1.73419, 2.11411, -4.51671], [1.16124, 1.69402, -3.32504], [-2.59358, 1.17431, -2.04093], [-2.75585, 2.51925, -2.38156], [-4.01943, 3.05692, -2.54970], [-5.13825, 2.24881, -2.39257], [-4.98580, 0.91541, -2.04892], [-3.71885, 0.38081, -1.85768], [-0.48863, -1.53683, -3.83117], [-2.20239, -1.54034, -3.37625], [-1.14173, -2.86482, -2.86982], [1.11934, -4.49259, -1.48488], [2.63580, -5.24831, -3.26034], [3.83114, -3.60606, -4.66687], [3.54226, -1.18537, -4.24970], [2.03901, -0.42362, -2.45434], [1.28944, -3.68392, 1.02913], [0.38191, -5.77663, 1.99425], [-1.95932, -6.43364, 1.52797], [-3.39874, -4.97940, 0.15280], [-2.48684, -2.91947, -0.84894], [-1.85190, 0.69078, -4.50736], [-0.81285, 1.37445, -6.61764], [1.47731, 2.31346, -6.63618], [2.73068, 2.53717, -4.51290], [1.72422, 1.77954, -2.40592], [-1.87818, 3.13486, -2.53439], [-4.13017, 4.10137, -2.80993], [-6.12770, 2.65878, -2.54387], [-5.85699, 0.28380, -1.93280], [-3.61177, -0.66298, -1.58443], [-2.39624, 4.72506, 2.37591], [-0.82874, 4.57679, 3.81493], [0.93354, 3.41989, 3.34488], [-1.26541, 4.14183, 4.70491], [-0.49752, 5.58774, 4.01101], [0.32921, -0.38545, 4.96534], [0.43674, -1.81822, 4.43240], [-0.78070, -2.22580, 3.59714], [1.74119, -1.99915, 3.66998], [2.56286, -3.03419, 4.09008], [3.80848, -3.25220, 3.53211], [4.29429, -2.30661, 2.64853], [3.52768, -1.23599, 2.21005], [4.25363, -0.21449, 1.35126], [3.89949, -0.38466, -0.12878], [4.03261, 1.22075, 1.84090], [2.15732, -1.13596, 2.60746], [1.26721, -0.27842, 1.99213], [-0.61557, -0.23759, 5.49277], [0.40458, 0.32045, 4.14099], [1.14503, -0.18605, 5.66097], [0.47367, -2.49182, 5.29230], [-0.75001, -1.72793, 2.63474], [-1.71036, -1.97137, 4.11210], [-0.76954, -3.29958, 3.41802], [2.21845, -3.67831, 4.89088], [4.41181, -4.09875, 3.83021], [5.31863, -2.38503, 2.30315], [5.32195, -0.42162, 1.45569], [2.82262, -0.34989, -0.25174], [4.25799, -1.34652, -0.49814], [4.35401, 0.40661, -0.72923], [2.98584, 1.49503, 1.74963], [4.63469, 1.91312, 1.24961], [4.32793, 1.31133, 2.88748], [1.96253, 7.30952, -4.12644], [1.57063, 5.90754, -2.61469], [0.27093, 5.74028, -2.16012], [-0.00166, 4.75237, -1.22945], [1.01777, 3.91714, -0.78502], [2.33080, 4.13500, -1.19929], [2.61038, 5.13507, -2.11189], [0.67991, 2.69580, -0.02806], [-0.42132, 2.52669, 0.54725], [1.49919, 1.71327, -0.05183], [-0.52522, 6.35991, -2.54887], [-1.00642, 4.60126, -0.85775], [3.12165, 3.50858, -0.80578], [3.62495, 5.29647, -2.44898], [-5.62341, -0.18662, 3.31864], [-4.23600, 0.00101, 2.79629], [-3.28544, 0.75083, 3.48433], [-2.01564, 0.90115, 2.96738], [-1.62596, 0.35045, 1.81516], [-2.53971, -0.35571, 1.13944], [-3.82864, -0.55144, 1.58483], [-5.63691, -0.20002, 4.40704], [-6.06554, -1.10777, 2.94374], [-6.25067, 0.64560, 2.99150], [-3.52840, 1.20674, 4.43470], [-1.27218, 1.46322, 3.51463], [-2.21371, -0.80406, 0.20975], [-4.50879, -1.14651, 0.98964]], "lowdin_charge": [0.745, -0.125, -0.499, 1.024, -0.328, -0.067, -0.060, -0.062, -0.054, -0.118, -0.361, -0.116, -0.069, -0.063, -0.061, -0.091, 1.044, -0.325, -0.091, -0.057, -0.060, -0.059, -0.105, -0.341, -0.092, -0.059, -0.070, -0.070, -0.103, 0.083, 0.081, 0.083, 0.100, 0.111, 0.111, 0.112, 0.075, 0.117, 0.116, 0.111, 0.109, 0.092, 0.109, 0.111, 0.111, 0.112, 0.082, 0.096, 0.111, 0.109, 0.108, 0.088, 0.762, -1.099, 0.926, -0.044, -0.047, -0.065, -0.347, -0.048, -0.145, -0.049, -0.073, -0.044, -0.135, -0.354, -0.058, -0.062, -0.227, -0.071, 0.081, 0.004, 0.090, 0.128, 0.035, 0.084, 0.073, 0.113, 0.105, 0.115, 0.128, 0.015, 0.089, 0.089, 0.012, 0.083, 0.089, 0.889, -0.711, -0.128, -0.015, -0.144, -0.010, -0.133, -0.687, -0.199, -0.168, 0.099, 0.098, 0.126, 0.100, -0.024, -0.232, 0.003, -0.140, -0.031, -0.135, 0.011, 0.089, 0.086, 0.098, 0.128, 0.053, 0.052, 0.124], "lumo_energy_ha": -0.097, "orbital_gap_ev": 7.14, "largest_force_ha_per_bohr": 0.032, "multiplicity": 1, "de_lowest_kcal_mol": 9.48, "energy_ev": -128306.6929, "charge": 1}